ORCA calculation (ωB97M-V/def2-TZVPD) on a structure of composition C44H50AsGeOsP2SSi in a non-equilibrium geometry.

Last column: Mulliken charge in e.
Element x y z (Å)
1 Os -0.258 0.064 -0.334  -0.346
2 C 4.421 -0.791 -0.819  -1.454
3 Si 2.812 0.142 -0.720  0.911
4 C 2.825 0.964 1.000  0.588
5 C 3.977 1.737 1.199  -0.588
6 C 4.241 2.368 2.405  -1.037
7 C 3.366 2.218 3.471  -0.896
8 C 2.217 1.465 3.307  0.016
9 C 1.934 0.869 2.080  0.349
10 P 0.373 -0.032 1.891  1.830
11 C 0.618 -1.593 2.766  0.864
12 C 1.183 -2.666 2.078  -0.187
13 C 1.497 -3.830 2.762  -0.789
14 C 1.232 -3.935 4.119  -0.764
15 C 0.655 -2.875 4.802  -0.850
16 C 0.350 -1.702 4.131  -0.719
17 C -0.941 0.868 2.748  0.103
18 C -2.088 0.152 3.102  -0.824
19 C -3.203 0.815 3.582  -0.884
20 C -3.190 2.200 3.701  -0.774
21 C -2.059 2.916 3.342  -0.722
22 C -0.938 2.256 2.864  -0.550
23 C 2.787 1.506 -1.994  0.343
24 C 3.947 1.804 -2.715  -0.457
25 C 3.986 2.853 -3.619  -0.791
26 C 2.863 3.646 -3.813  -0.936
27 C 1.704 3.373 -3.108  -0.352
28 C 1.660 2.301 -2.221  -0.209
29 P 0.140 2.011 -1.291  2.793
30 C -1.192 1.790 -2.374  0.103
31 C -1.086 1.631 -3.796  -1.669
32 C -2.184 1.367 -4.531  -0.779
33 C -3.507 1.201 -3.938  -0.718
34 C -3.664 1.300 -2.615  -0.793
35 C -2.522 1.591 -1.686  0.475
36 C -0.029 3.586 -0.392  0.860
37 C 0.952 3.946 0.535  -0.518
38 C 0.898 5.173 1.174  -0.264
39 C -0.135 6.058 0.893  -0.759
40 C -1.099 5.719 -0.043  -0.821
41 C -1.041 4.491 -0.689  -0.970
42 H 5.291 -0.169 -0.619  0.396
43 H 4.536 -1.246 -1.804  0.400
44 H 4.408 -1.590 -0.075  0.384
45 H 4.687 1.868 0.391  0.322
46 H 5.137 2.964 2.516  0.451
47 H 3.577 2.685 4.424  0.466
48 H 1.526 1.362 4.134  0.505
49 H 1.372 -2.591 1.015  0.142
50 H 1.948 -4.658 2.232  0.592
51 H 1.474 -4.848 4.647  0.425
52 H 0.447 -2.958 5.860  0.460
53 H -0.092 -0.876 4.674  0.405
54 H -2.109 -0.925 3.003  0.526
55 H -4.081 0.251 3.865  0.474
56 H -4.063 2.717 4.078  0.426
57 H -2.044 3.994 3.431  0.512
58 H -0.067 2.826 2.586  0.385
59 H 4.838 1.205 -2.578  0.382
60 H 4.895 3.057 -4.169  0.454
61 H 2.893 4.478 -4.503  0.442
62 H 0.834 4.004 -3.246  0.537
63 H -0.126 1.745 -4.282  0.397
64 H -2.091 1.293 -5.607  0.413
65 H -4.350 0.988 -4.581  0.415
66 H -4.644 1.187 -2.165  0.635
67 H -2.797 2.524 -1.164  0.205
68 H 1.771 3.274 0.754  0.168
69 H 1.667 5.441 1.887  0.485
70 H -0.175 7.019 1.389  0.425
71 H -1.892 6.414 -0.283  0.477
72 H -1.780 4.263 -1.446  0.463
73 C -4.879 -1.414 -1.051  -1.440
74 Ge -2.936 -1.282 -1.042  1.024
75 C -2.216 -1.951 -2.723  -1.005
76 C -2.278 -2.400 0.425  -0.935
77 C -2.276 0.534 -0.603  -0.469
78 H -5.161 -2.446 -0.836  0.423
79 H -5.302 -1.146 -2.016  0.405
80 H -5.319 -0.775 -0.284  0.418
81 H -2.704 -2.895 -2.968  0.460
82 H -1.143 -2.135 -2.645  0.100
83 H -2.387 -1.254 -3.542  0.271
84 H -2.468 -3.444 0.171  0.572
85 H -2.808 -2.162 1.348  0.287
86 H -1.201 -2.333 0.616  -0.093
87 H -2.725 0.801 0.369  0.691
88 C -1.178 -5.698 -2.223  -1.293
89 As 0.106 -4.919 -0.964  0.517
90 C -0.100 -6.282 0.433  -1.243
91 C 1.728 -5.656 -1.779  -1.267
92 S 1.320 -1.319 -1.234  -0.792
93 H -0.979 -6.758 -2.379  0.430
94 H -1.114 -5.175 -3.177  0.353
95 H -2.188 -5.580 -1.830  0.379
96 H -0.279 -7.264 -0.003  0.441
97 H -0.929 -6.022 1.091  0.325
98 H 0.811 -6.328 1.030  0.353
99 H 1.664 -6.740 -1.871  0.398
100 H 2.591 -5.397 -1.166  0.347
101 H 1.864 -5.218 -2.767  0.365

Calculated values
molecular weight	1038.75	g/mol
E_HOMO (alpha / beta)	-0.323 / -0.327	hartree
E_LUMO (alpha / beta)	-4.41 / -4.39	eV
charge	+1
Kohn-Sham gap (alpha / beta)	4.4 / 4.5	eV

=====

ORCA calculation (ωB97M-V/def2-TZVPD) on a structure of composition CAg3N5O18 in a non-equilibrium geometry.

Last column: Mulliken spin population.
Element x y z (Å)
1 Ag 5.058 7.806 9.772  0.003
2 Ag 7.231 5.606 10.431  -0.002
3 Ag 7.879 10.353 6.470  0.429
4 N 10.884 6.906 10.880  -0.025
5 O 10.330 5.805 11.060  0.299
6 O 10.651 7.753 10.113  0.108
7 O 11.880 7.055 11.610  0.613
8 N 4.256 5.088 9.161  0.000
9 O 3.182 4.533 9.239  -0.001
10 O 5.028 5.193 10.139  0.001
11 O 4.478 5.756 8.096  0.000
12 N 9.485 10.019 4.117  -0.006
13 O 10.595 9.992 3.574  0.011
14 O 8.414 10.592 3.614  0.035
15 O 9.441 9.574 5.346  0.030
16 N 7.153 12.063 8.189  0.003
17 O 6.713 12.106 6.946  0.255
18 O 8.021 11.246 8.449  0.199
19 O 6.851 12.834 8.956  0.042
20 N 8.596 7.310 8.452  0.001
21 O 7.828 7.658 9.440  -0.001
22 O 9.031 6.144 8.340  0.001
23 O 8.797 8.197 7.623  0.000
24 C 4.348 9.963 11.582  -0.049
25 O 3.576 10.577 12.178  0.081
26 O 4.387 9.664 10.244  0.369
27 O 4.903 8.982 12.120  0.601

Calculated values
molecular weight	693.63	g/mol
<S²>	3.77
E_HOMO (alpha / beta)	-0.266 / -0.268	hartree
2S+1	4
E_LUMO (alpha / beta)	1.17 / -2.44	eV
charge	-1
Kohn-Sham gap (alpha / beta)	8.4 / 4.9	eV

=====

Summary of electronic energy in eV
-203546.198; -57316.649
(order as listed above)